(1)
Below is a molecular structure, C39H41BrCoN6O3S3, with properties calculated with ωB97M-V/def2-TZVPD.

Atoms and positions in Å:
Co1 0.144095 -0.009678 0.047638
O1 1.636575 -1.152588 -0.301659
S1 3.103750 -1.254900 0.121584
C1 3.866346 0.346695 -0.166589
C2 3.645972 0.806551 -1.605825
C3 3.817765 2.334805 -1.728773
C4 2.505969 3.104520 -1.880796
S2 1.386684 3.109236 -0.465499
O2 1.302948 1.653564 -0.035384
C5 2.397761 3.893308 0.773008
C6 2.873155 5.181247 0.554740
C7 3.618344 5.798543 1.546157
C8 3.869088 5.140795 2.743691
C9 3.368412 3.866379 2.957282
C10 2.620456 3.234081 1.972388
C11 3.091738 -1.335488 1.901760
C12 3.905134 -0.551008 2.711864
C13 3.882730 -0.754234 4.085791
C14 3.061831 -1.727323 4.636136
C15 2.265178 -2.516926 3.817975
C16 2.283351 -2.330904 2.445101
H1 4.927582 0.218005 0.049116
H2 3.428807 1.037132 0.547630
H3 2.641224 0.527688 -1.923416
H4 4.342151 0.290335 -2.267388
H5 4.413874 2.563558 -2.613075
H6 4.377605 2.734219 -0.880162
H7 1.896428 2.687137 -2.686866
H8 2.665492 4.157672 -2.116625
H9 2.668752 5.708396 -0.366493
H10 3.999812 6.796211 1.383806
H11 4.447685 5.630484 3.513924
H12 3.554028 3.360866 3.894733
H13 2.225765 2.239150 2.129105
H14 4.561645 0.198997 2.301422
H15 4.520358 -0.158332 4.722135
H16 3.060921 -1.890527 5.704757
H17 1.649389 -3.295320 4.249391
H18 1.681399 -2.956479 1.801281
C17 -0.339269 0.296593 3.429123
C18 -0.785948 -0.949768 2.751907
N1 -0.573869 -1.238664 1.481841
C19 -1.069589 -2.509287 1.272768
C20 -1.586498 -2.982420 2.429954
N2 -1.409474 -1.980382 3.358357
C21 -1.907690 -2.037204 4.730772
N3 -1.488613 -3.220556 5.390733
N4 -2.152049 -4.383869 5.134275
N5 -1.586450 -5.342927 5.739565
C22 -0.499185 -4.840922 6.431126
C23 0.421135 -5.493118 7.256539
C24 1.392437 -4.717342 7.840770
C25 1.452687 -3.323513 7.617490
C26 0.557500 -2.670881 6.799764
C27 -0.423070 -3.471894 6.207625
H19 -0.031258 1.019881 2.673899
H20 0.516600 0.094492 4.076947
H21 -1.130398 0.750114 4.025565
H22 -1.020518 -2.995020 0.317436
H23 -2.069151 -3.908435 2.683906
H24 -2.999207 -2.031635 4.700798
H25 -1.551792 -1.161914 5.273189
H26 0.351881 -6.555779 7.432690
H27 2.119050 -5.173113 8.495844
H28 2.218966 -2.752132 8.122197
H29 0.600281 -1.599714 6.655990
C28 -3.573737 2.444546 0.221164
S3 -2.655924 1.126204 0.978472
O3 -1.364139 1.163745 0.153490
C29 -3.626171 -0.270770 0.497238
C30 -4.330739 -0.919922 1.498364
C31 -5.114656 -2.017222 1.168843
C32 -5.159652 -2.462183 -0.143006
C33 -4.441371 -1.806656 -1.138364
C34 -3.672889 -0.699622 -0.824635
H30 -3.696419 2.237089 -0.839651
H31 -3.016526 3.364428 0.380356
H32 -4.539102 2.495915 0.720248
H33 -4.287063 -0.560467 2.518308
H34 -5.682380 -2.524871 1.935363
H35 -5.763819 -3.321688 -0.396214
H36 -4.496310 -2.150836 -2.161155
H37 -3.120737 -0.175783 -1.593934
Br1 -2.074625 -1.438437 -6.100781
C35 -1.393588 -1.047609 -4.405907
C36 -1.342705 0.266131 -3.957910
C37 -0.855889 0.500562 -2.686644
N6 -0.425834 -0.471723 -1.877101
C38 -0.443818 -1.724918 -2.335709
C39 -0.927049 -2.064112 -3.585951
H38 -1.679101 1.083500 -4.578450
H39 -0.833843 1.503289 -2.279757
H40 -0.028415 -2.479803 -1.684394
H41 -0.930820 -3.093865 -3.911145

Atoms 1-3, force components in eV/Å:
Co -0.053 -0.025 0.362
O 0.537 -0.336 -0.023
S -0.136 -0.212 -0.106

For the frontier orbital gap (spin up / spin down), the calculation gives 0.3165 / 0.3213 Eh. The maximum force comes out at 0.63 eV/Å. The calculation puts the electronic energy at -7215.86152 Ha. Its multiplicity is 2. As for the charge: +2. The energy relative to the best compared isomer or geometry (same formula, charge and spin) is 0.0 kJ/mol.

Atomic partial charges in e from the Mulliken method, atoms 1 to 6: 0.764 -0.195 0.008 -0.049 -0.523 -0.944

---

(2)
Below is 7 unconnected molecules or ions with the total composition C39H42B4F6N2O6, with properties calculated with ωB97M-V/def2-TZVPD.

Atoms and positions in Å:
N1 -8.023079 -10.532549 -1.557233
C1 -7.104993 -9.613255 -0.885041
C2 -6.743540 -9.992028 0.565858
C3 -5.390658 -10.740968 0.689096
B1 -4.326375 -9.974270 1.529033
O1 -4.244262 -10.131205 2.904045
B2 -2.967491 -10.603707 3.253357
N2 -2.780690 -11.784140 4.074112
O2 -1.913375 -9.894477 2.735194
B3 -2.232088 -8.973004 1.756060
O3 -1.425609 -7.902917 1.572117
B4 -1.643898 -7.075966 0.460353
O4 -2.334907 -5.899211 0.589457
O5 -1.097112 -7.408039 -0.739023
O6 -3.365987 -9.139531 0.972859
H1 -7.635935 -11.467408 -1.565280
H2 -8.891983 -10.585045 -1.042034
H3 -6.203835 -9.574220 -1.490702
H4 -7.575529 -8.633609 -0.893829
H5 -6.781055 -9.112026 1.204611
H6 -7.528537 -10.663225 0.904986
H7 -5.553449 -11.690734 1.196750
H8 -4.984684 -10.978614 -0.293029
H9 -2.817132 -12.609131 3.482820
H10 -3.594523 -11.875399 4.674422
H11 -3.277888 -6.045212 0.675638
H12 -0.372170 -8.025813 -0.618326
F1 0.613007 -0.613423 2.758030
C4 -0.096076 -1.035085 1.686857
C5 -0.195264 -0.204289 0.589324
C6 -0.914591 -0.640418 -0.514343
C7 -1.529378 -1.883924 -0.496954
C8 -1.415979 -2.699295 0.619503
C9 -0.689073 -2.279965 1.725116
H13 0.287558 0.764476 0.604604
H14 -0.991357 -0.007929 -1.388879
H15 -2.091692 -2.224155 -1.350509
H16 -1.889472 -3.671853 0.609962
H17 -0.579085 -2.903380 2.602381
F2 5.116467 4.046319 -2.143419
C10 4.611676 3.231933 -1.189558
C11 3.717452 2.248196 -1.557476
C12 3.203181 1.420446 -0.570074
C13 3.578415 1.589950 0.755716
C14 4.477744 2.590669 1.096739
C15 5.006705 3.418964 0.118227
H18 3.433009 2.138985 -2.595280
H19 2.504396 0.638269 -0.836845
H20 3.168468 0.943347 1.520448
H21 4.769084 2.731691 2.128699
H22 5.710140 4.202650 0.361332
F3 -1.042760 -2.776803 -3.340089
C16 -1.223698 -3.835041 -4.160417
C17 -1.310560 -5.092566 -3.597725
C18 -1.501829 -6.179111 -4.437347
C19 -1.596366 -5.996825 -5.810398
C20 -1.502664 -4.720792 -6.347845
C21 -1.317450 -3.623079 -5.519803
H23 -1.229086 -5.214151 -2.525147
H24 -1.577269 -7.171212 -4.013116
H25 -1.743072 -6.848523 -6.460544
H26 -1.573169 -4.576330 -7.417383
H27 -1.247161 -2.618901 -5.915230
F4 5.245539 6.140766 1.875493
C22 4.264402 6.946454 1.411749
C23 4.136332 7.115340 0.048342
C24 3.127606 7.942628 -0.423137
C25 2.276344 8.584547 0.464967
C26 2.428872 8.397835 1.831729
C27 3.428996 7.568201 2.316721
H28 4.815414 6.608998 -0.625184
H29 3.006886 8.083286 -1.488594
H30 1.491155 9.228533 0.092628
H31 1.766331 8.899640 2.523791
H32 3.566081 7.404446 3.377071
F5 4.461701 11.478907 1.968838
C28 5.780052 11.254949 1.789718
C29 6.209704 9.967872 1.540347
C30 7.565916 9.745837 1.354909
C31 8.465951 10.800123 1.426211
C32 8.006664 12.084543 1.681035
C33 6.651929 12.321923 1.862631
H33 5.492636 9.160768 1.493864
H34 7.918888 8.743110 1.153819
H35 9.522851 10.620814 1.283278
H36 8.705164 12.908269 1.740057
H37 6.271256 13.315416 2.056854
F6 -1.369214 9.035856 1.350776
C34 -1.802575 7.948145 0.676068
C35 -3.110272 7.911751 0.238402
C36 -3.544186 6.791795 -0.455680
C37 -2.677113 5.734823 -0.695779
C38 -1.366945 5.798193 -0.242292
C39 -0.919093 6.914502 0.448303
H38 -3.769542 8.744703 0.441311
H39 -4.564972 6.746331 -0.810220
H40 -3.022640 4.863608 -1.235358
H41 -0.687667 4.976365 -0.424643
H42 0.098082 6.987583 0.807147

Atoms 1-3, force components in eV/Å:
N 0.118 0.039 0.021
C -0.242 -0.170 0.170
C 0.036 -0.259 -0.418

For the frontier orbital gap, the calculation gives 0.3329 Eh. The maximum force comes out at 0.85 eV/Å. The calculation puts the electronic energy at -2771.38519 Ha. Its multiplicity is 1. As for the charge: 0. The structure (SMILES) is NCCCB1OB(N)OB(OB(O)O)O1.Fc1ccccc1.Fc1ccccc1.Fc1ccccc1.Fc1ccccc1.Fc1ccccc1.Fc1ccccc1.

Atomic partial charges in e from the Mulliken method, atoms 1 to 6: -0.667 -0.691 -0.451 -0.582 0.156 -0.398